34
Properties=species:S:1:pos:R:3:forces:R:3:mulliken_charge:R:1 method="wB97M-V/def2-TZVPD" total_charge=-1 fmax_ha_per_bohr=0.0054 gap_ev=6.51 e_tot_ev=-79883.9322
C -1.034772 -2.414287 0.406674 -0.002 -0.132 -0.019 -1.03
Si -0.364614 -1.874745 -1.273561 -0.132 0.156 0.163 0.55
C -1.711024 -1.016438 -2.235227 -0.028 0.052 -0.076 -1.10
C 0.165419 -3.403358 -2.247598 0.002 -0.035 -0.082 -1.20
O 0.978159 -0.942704 -1.152841 0.221 -0.147 0.089 -0.34
C 1.518568 -0.237170 -0.032638 -0.229 -0.061 -0.135 0.23
C 1.578164 1.234172 -0.344144 0.089 0.076 0.117 -1.27
As -0.290590 2.122670 -0.340815 0.036 0.074 -0.046 -0.45
C -0.178591 2.695926 1.664000 0.050 0.093 -0.007 -1.41
C -0.055257 1.605838 2.716638 -0.081 -0.076 -0.023 0.04
N 1.339741 1.300776 3.101216 0.079 -0.023 -0.015 -0.75
H -0.918534 -3.493753 0.541537 -0.003 0.021 0.032 0.40
H -0.551349 -1.915520 1.247703 0.006 0.017 -0.059 0.26
H -2.100091 -2.179353 0.470216 0.024 0.001 0.000 0.27
H -1.271719 -0.483661 -3.082583 -0.049 -0.061 -0.016 0.31
H -2.441787 -1.740597 -2.610758 0.008 0.011 -0.003 0.36
H -2.226271 -0.273546 -1.622905 0.056 -0.022 0.009 0.33
H 1.254902 -3.472172 -2.288273 -0.022 -0.002 0.055 0.27
H -0.199159 -3.369922 -3.278173 0.008 0.004 0.034 0.30
H -0.216216 -4.319527 -1.788625 -0.002 0.004 -0.040 0.35
H 2.492292 -0.691468 0.198002 0.025 0.066 -0.053 0.23
H 0.866947 -0.394166 0.835730 0.068 -0.003 0.015 -0.22
H 2.211104 1.753411 0.383985 -0.021 0.022 -0.024 0.41
H 1.996774 1.392008 -1.342432 -0.019 -0.008 -0.002 0.43
H 0.423074 3.495103 -0.782057 -0.072 -0.061 0.025 0.09
H -0.468639 1.673012 -1.863036 0.020 0.057 0.089 0.09
H -0.949996 0.724157 0.183646 -0.026 -0.037 -0.058 -0.13
H -1.743275 2.810406 -0.411443 0.028 -0.046 0.006 0.13
H -1.118995 3.239709 1.796851 0.014 -0.006 -0.015 0.44
H 0.636468 3.425496 1.767497 -0.007 -0.035 0.002 0.45
H -0.608127 1.880447 3.623700 0.051 0.012 -0.003 0.33
H -0.542727 0.695067 2.336300 -0.005 0.041 0.001 0.01
H 1.967581 1.841907 2.518428 -0.050 0.002 0.029 0.30
H 1.562545 0.332283 2.904986 -0.041 0.045 0.010 0.33